Below is a structure of composition C46H61N6O3PS2V, with properties calculated with ωB97M-V with the def2-TZVPD basis set.

Geometry as XYZ:
```
120
C46H61N6O3PS2V (ωB97M-V with the def2-TZVPD basis set)
V -0.445 -0.635 0.236
C 1.781 -4.623 3.295
S 0.325 -4.736 2.244
C 0.458 -3.288 1.325
S -0.832 -2.967 0.184
N 1.518 -2.535 1.474
N 1.382 -1.386 0.715
C 2.412 -0.681 0.499
C 2.168 0.504 -0.342
C 3.121 1.439 -0.661
C 2.754 2.519 -1.453
C 1.449 2.618 -1.903
C 0.548 1.636 -1.537
N 0.895 0.599 -0.767
H 1.658 -5.395 4.053
H 1.818 -3.640 3.759
H 2.688 -4.801 2.722
H 3.383 -0.948 0.901
H 4.131 1.325 -0.284
H 3.483 3.275 -1.715
H 1.129 3.446 -2.523
H -0.480 1.655 -1.872
N -6.308 1.419 1.300
C -5.073 0.943 0.996
C -4.722 -0.391 1.240
C -3.462 -0.829 0.935
N -2.506 -0.053 0.388
C -2.848 1.238 0.171
C -4.084 1.766 0.439
H -7.014 0.819 1.683
H -6.554 2.372 1.109
H -5.435 -1.078 1.680
H -3.178 -1.850 1.142
H -2.076 1.881 -0.230
H -4.282 2.813 0.234
O -1.117 -0.802 -1.889
P -1.589 -1.217 -3.275
C -2.308 0.289 -4.014
C -3.640 0.706 -3.351
C -4.864 0.175 -4.103
C -4.836 0.599 -5.574
C -3.576 0.085 -6.274
C -2.314 0.538 -5.540
C -2.606 -2.710 -3.117
C -3.598 -2.565 -1.947
C -4.143 -3.942 -1.534
C -4.362 -4.869 -2.747
C -4.590 -4.045 -4.013
C -3.317 -3.265 -4.377
C -0.131 -1.609 -4.252
C -0.411 -2.387 -5.572
C -0.044 -3.867 -5.423
C 1.462 -4.035 -5.157
C 2.013 -2.913 -4.249
C 0.906 -2.344 -3.362
H -1.526 0.948 -3.617
H -3.691 1.800 -3.344
H -3.654 0.383 -2.306
H -5.770 0.547 -3.621
H -4.898 -0.918 -4.043
H -4.854 1.695 -5.628
H -5.728 0.238 -6.092
H -3.539 0.451 -7.301
H -3.610 -1.003 -6.339
H -2.236 1.623 -5.667
H -1.423 0.112 -6.007
H -1.839 -3.429 -2.796
H -4.419 -1.903 -2.238
H -3.103 -2.102 -1.109
H -5.088 -3.799 -1.003
H -3.447 -4.404 -0.829
H -5.205 -5.535 -2.565
H -3.485 -5.508 -2.899
H -5.429 -3.357 -3.855
H -4.865 -4.687 -4.849
H -3.573 -2.467 -5.065
H -2.639 -3.934 -4.910
H 0.289 -0.626 -4.488
H 0.195 -1.956 -6.374
H -1.454 -2.285 -5.884
H -0.329 -4.411 -6.326
H -0.617 -4.305 -4.599
H 2.001 -4.034 -6.107
H 1.640 -5.008 -4.695
H 2.420 -2.101 -4.861
H 2.835 -3.289 -3.638
H 1.301 -1.653 -2.623
H 0.435 -3.158 -2.799
C 5.915 0.899 5.012
C 5.007 1.856 4.270
C 5.572 2.947 3.617
C 4.776 3.838 2.912
C 3.406 3.660 2.892
C 2.820 2.576 3.547
N 1.411 2.453 3.411
C 0.532 1.853 4.319
C 0.628 2.143 5.680
C -0.257 1.583 6.585
C -1.260 0.710 6.163
C -1.338 0.384 4.823
C -0.459 0.951 3.900
C -0.466 0.479 2.505
O -0.700 -0.748 2.236
O -0.161 1.232 1.527
C 3.617 1.640 4.219
C 3.022 0.394 4.838
H 6.929 1.296 5.057
H 5.963 -0.075 4.518
H 5.574 0.728 6.035
H 6.646 3.098 3.665
H 5.223 4.683 2.398
H 2.761 4.365 2.379
H 1.083 2.458 2.464
H 1.404 2.827 6.011
H -0.174 1.838 7.636
H -1.954 0.280 6.876
H -2.071 -0.333 4.470
H 2.661 0.565 5.856
H 3.761 -0.403 4.883
H 2.174 0.027 4.259
```

Output
- HOMO-LUMO gap (alpha / beta) (eV) = 6.60 / 6.27
- max |F| (hartree/bohr) = 0.0307
- DFT total energy (Eh) = -4425.50087
- HOMO energy (alpha / beta) (eV) = -9.5 / -9.5
- net charge = +1
- multiplicity = 3
- relative energy (zero: lowest compared OMol25 entry of this formula, charge and spin) (kJ/mol) = 54.7

=====

Below is a cluster of 2 separate species, H2N3O in total, with properties calculated with ωB97M-V with the def2-TZVPD basis set.

Geometry as XYZ:
```
6
H2N3O (ωB97M-V with the def2-TZVPD basis set)
N -2.467 0.976 0.019
N 0.566 -0.164 0.627
N -2.972 -0.035 -0.109
O -3.083 -1.198 -0.363
H 0.021 -0.508 1.539
H 0.565 0.857 0.766
```

Output
- HOMO-LUMO gap (alpha / beta) (eV) = 4.55 / 7.75
- max |F| (hartree/bohr) = 0.0906
- DFT total energy (Eh) = -240.53126
- HOMO energy (alpha / beta) (eV) = 0.8 / -4.3
- net charge = -1
- multiplicity = 3
- relative energy (zero: lowest compared OMol25 entry of this formula, charge and spin) (kJ/mol) = 66.8

=====

Below is a structure of composition C30H50AuP2, with properties calculated with ωB97M-V with the def2-TZVPD basis set.

Geometry as XYZ:
```
83
C30H50AuP2 (ωB97M-V with the def2-TZVPD basis set)
Au 1.208 -0.041 0.308
C -2.537 1.740 0.521
C -2.986 0.899 -0.532
C -2.930 -0.341 1.398
C -2.499 0.971 1.719
C -3.195 -0.394 0.007
C -2.189 3.173 0.389
H -1.791 3.390 -0.620
H -1.422 3.464 1.131
H -3.075 3.825 0.539
C -2.023 1.428 3.046
H -1.856 2.514 3.056
H -1.071 0.924 3.301
H -2.746 1.189 3.843
C -3.089 -1.471 2.336
H -4.116 -1.875 2.322
H -2.861 -1.155 3.362
H -2.420 -2.308 2.068
C -3.688 -1.574 -0.725
H -4.759 -1.464 -0.973
H -3.573 -2.485 -0.129
H -3.143 -1.715 -1.672
C -3.296 1.345 -1.904
H -4.272 1.861 -1.947
H -3.337 0.498 -2.595
H -2.544 2.053 -2.276
C 1.572 0.402 -2.340
C 0.436 1.121 -2.408
C -0.264 1.375 -3.711
C -1.183 0.261 -4.256
C -1.124 -1.068 -3.561
C -0.017 -1.819 -3.567
C 1.255 -1.396 -4.238
C 2.124 -0.305 -3.549
H 0.497 1.589 -4.477
H -0.932 0.114 -5.321
H -0.850 2.301 -3.614
H 2.395 0.453 -4.303
H 2.321 0.426 -1.515
H -0.045 1.560 -1.527
H 3.074 -0.771 -3.242
H 1.878 -2.295 -4.370
H -0.038 -2.860 -3.226
H 1.030 -1.037 -5.257
H -2.218 0.629 -4.261
H -2.082 -1.467 -3.222
P 2.039 2.238 0.869
C 1.480 2.926 2.461
H 2.253 3.590 2.870
H 1.287 2.132 3.194
H 0.556 3.503 2.330
C 3.867 2.193 0.933
H 4.223 3.013 1.572
H 4.275 2.327 -0.081
H 4.259 1.248 1.331
C 1.723 3.597 -0.312
H 2.023 3.292 -1.326
H 2.308 4.483 0.008
H 0.660 3.870 -0.334
P 1.256 -2.426 -0.003
C -0.382 -2.966 -0.555
H -0.303 -3.973 -0.989
H -0.767 -2.274 -1.316
H -1.093 -2.994 0.286
C 2.519 -2.796 -1.238
H 2.159 -2.557 -2.242
H 2.779 -3.856 -1.163
H 3.424 -2.203 -1.043
C 1.631 -3.521 1.410
H 2.188 -4.408 1.067
H 0.693 -3.849 1.881
H 2.230 -2.980 2.153
C 1.417 -1.046 5.175
C 0.330 -1.502 4.430
C 0.257 -1.212 3.061
C 1.288 -0.517 2.428
C 2.403 -0.135 3.162
C 2.453 -0.361 4.543
H 1.465 -1.232 6.249
H -0.466 -2.088 4.908
H -0.608 -1.552 2.489
H 3.237 0.372 2.676
H 3.317 0.001 5.107
```

Output
- HOMO-LUMO gap (alpha / beta) (eV) = 7.07 / 5.98
- max |F| (hartree/bohr) = 0.0662
- DFT total energy (Eh) = -1991.16599
- HOMO energy (alpha / beta) (eV) = -9.1 / -9.4
- net charge = +1
- multiplicity = 3
- relative energy (zero: lowest compared OMol25 entry of this formula, charge and spin) (kJ/mol) = 0.0

=====

Below is a cluster of 2 separate species, C4H9S in total, with properties calculated with ωB97M-V with the def2-TZVPD basis set.

Geometry as XYZ:
```
14
C4H9S (ωB97M-V with the def2-TZVPD basis set)
C -1.837 -1.804 0.707
S -2.804 -0.329 0.920
H -1.207 -2.064 1.559
H -2.469 -2.693 0.634
H -1.209 -1.763 -0.180
C 0.008 1.121 0.026
C 1.205 1.248 -0.876
C 2.364 0.644 -0.626
H -0.658 0.394 -0.431
H 0.300 0.814 1.034
H -0.441 2.101 0.198
H 1.049 1.580 -1.894
H 3.231 0.814 -1.256
H 2.469 -0.063 0.183
```

Output
- HOMO-LUMO gap (alpha / beta) (eV) = 10.28 / 7.06
- max |F| (hartree/bohr) = 0.0247
- DFT total energy (Eh) = -555.89632
- HOMO energy (alpha / beta) (eV) = -9.3 / -8.9
- multiplicity = 2
- relative energy (zero: lowest compared OMol25 entry of this formula, charge and spin) (kJ/mol) = 27.3